74
Properties=species:S:1:pos:R:3:forces:R:3 method="wB97M-V/def2-TZVPD" energy_ev=-150211.01030 total_charge=+3
Sc -0.374860 0.841559 0.373794 5.0 -2.9 0.8
P 1.664684 -1.077162 0.376650 0.9 -0.8 0.2
P 0.870256 1.540841 -1.888776 1.1 1.0 -1.5
P -1.768904 -1.032084 1.360129 -1.4 -1.5 1.7
H -2.393217 2.268449 -1.609012 0.8 -0.3 0.1
C -2.257191 1.913884 -0.585874 -1.5 3.9 2.4
C -1.496372 2.567093 0.403223 -4.2 0.9 -2.3
H -0.728532 3.348103 0.266799 -0.3 -0.5 -0.2
C 1.525130 -2.478032 -0.802406 -0.3 0.1 -0.2
C 3.399366 -0.484571 0.118206 -0.1 0.3 -0.1
C 1.956312 -1.944135 1.984465 -0.3 0.2 0.2
C -0.124984 2.689443 -2.916463 -0.3 -0.2 0.0
C 2.311495 2.652307 -1.535437 0.0 -0.1 0.4
C 1.547367 0.420987 -3.164227 -0.1 -0.5 0.0
C -3.558689 -0.641090 1.361365 0.1 0.2 -0.4
C -1.450047 -1.050406 3.189086 0.2 0.1 -0.3
C -1.802632 -2.804811 0.952057 0.4 -0.2 -0.4
H -3.169207 1.430302 -0.173181 0.9 -0.5 -0.4
H -1.743534 2.255126 1.452337 0.2 0.4 -0.5
H 2.389199 -3.150746 -0.726453 -0.1 0.2 0.1
H 1.451863 -2.099397 -1.830675 0.1 -0.1 0.3
H 0.612441 -3.058013 -0.602947 0.3 0.2 0.0
H 4.089707 -1.283701 0.437583 -0.3 0.3 -0.3
H 3.586742 0.408852 0.738847 -0.1 -0.5 -0.4
H 3.594374 -0.226309 -0.934488 0.0 -0.2 0.4
H 2.911888 -2.495250 1.922872 -0.5 0.0 -0.1
H 1.125661 -2.627010 2.231501 0.5 0.2 -0.1
H 2.049632 -1.196426 2.789923 -0.1 -0.4 -0.4
H 0.484271 3.156805 -3.700861 0.0 -0.2 0.3
H -0.548080 3.473820 -2.279265 0.0 0.0 -0.2
H -0.930263 2.135680 -3.415195 0.1 0.1 0.1
H 2.639516 3.170967 -2.452378 -0.3 -0.3 0.3
H 3.167382 2.088437 -1.131209 -0.4 0.2 -0.1
H 1.993960 3.404749 -0.801051 0.2 -0.1 -0.2
H 1.866226 0.970395 -4.061946 -0.1 0.1 0.4
H 0.745117 -0.266033 -3.463797 0.3 0.0 0.1
H 2.410586 -0.147989 -2.787603 -0.4 0.1 -0.1
H -4.080697 -1.419228 1.937835 0.1 0.3 -0.2
H -3.931312 -0.629292 0.326428 -0.1 -0.1 0.3
H -3.715536 0.343482 1.821167 -0.2 -0.2 0.0
H -2.348171 -1.460690 3.681929 0.4 0.2 -0.1
H -1.260825 -0.014332 3.506790 -0.1 -0.4 0.2
H -0.581179 -1.684649 3.432445 -0.3 0.3 -0.1
H -2.656255 -3.288622 1.445923 0.3 0.2 0.0
H -0.869218 -3.304411 1.252085 -0.3 0.2 -0.1
H -1.926631 -2.906322 -0.129009 0.0 -0.1 0.1
C -3.437994 -1.382001 -3.661192 -1.7 0.4 0.3
C -3.909233 -0.138172 -3.199174 0.4 -0.3 -0.4
C -5.254253 0.213632 -3.329266 -0.2 -0.4 -0.1
C -6.185765 -0.711683 -3.789265 0.4 -1.3 -0.1
C -5.757674 -2.008340 -4.148587 0.5 0.2 0.3
C -4.390801 -2.312416 -4.108170 0.3 0.0 0.3
Se -1.600781 -1.919668 -3.619652 -0.2 0.0 0.7
H -1.904727 -2.941167 -2.592642 0.3 0.0 -0.2
H -3.211210 0.542712 -2.722847 0.0 0.1 -0.3
H -5.617020 1.198086 -3.069792 0.2 0.1 0.2
H -7.249912 -0.518939 -3.792597 0.1 0.3 -0.1
H -6.450249 -2.818362 -4.420267 0.2 0.7 0.1
H -4.017856 -3.318588 -4.294436 -0.4 0.2 -0.4
S 0.723867 2.212126 2.302080 -0.6 -0.3 -0.4
C 2.239647 1.611915 2.829613 2.0 -0.7 0.5
N 3.373194 2.062810 2.232079 -1.5 0.2 0.7
C 4.715668 1.816222 2.779752 0.4 0.0 0.1
C 4.713908 0.468036 3.477627 0.1 -0.2 0.1
C 3.601511 0.424572 4.512976 0.2 0.0 0.4
N 2.320369 0.710928 3.840770 -0.4 1.5 -0.7
H 3.250575 2.866804 1.612845 0.0 -0.5 0.3
H 4.964037 2.617366 3.489859 0.0 -0.1 -0.3
H 5.435208 1.839938 1.946176 -0.3 0.0 0.3
H 5.687960 0.283946 3.958958 -0.4 0.1 -0.2
H 4.530353 -0.317954 2.737485 0.2 0.0 0.1
H 3.772621 1.183089 5.297137 -0.1 -0.4 -0.2
H 3.524233 -0.565120 4.985974 0.0 0.4 -0.1
H 1.457487 0.589658 4.373371 0.4 0.0 -0.3

***

109
Properties=species:S:1:pos:R:3:forces:R:3 method="wB97M-V/def2-TZVPD" energy_ev=-223282.69375 s2=3.767 total_charge=+1 spin_multiplicity=4
Cr -0.631116 0.029066 0.346428 0.1 -0.2 -0.9
N -1.417459 -1.712399 -0.128122 -1.7 -6.3 1.3
S -2.443029 -2.414367 -1.123292 -4.2 5.6 -8.0
O -3.862993 -2.264848 -0.882614 1.3 -1.0 1.3
O -2.052866 -3.431114 -2.046833 0.7 -0.6 1.3
F -2.264791 -1.156823 -2.035580 -0.2 1.5 -2.0
S -1.738718 -3.310415 0.687373 5.0 -4.1 8.4
O -1.077934 -4.533200 0.214620 -1.6 2.8 -0.6
O -2.929107 -3.473731 1.487633 0.3 0.9 -1.8
F -0.706235 -2.933865 1.839012 -0.1 0.3 0.0
N 0.138579 1.786313 0.822321 -3.3 2.5 2.3
S -0.572702 3.299673 1.122815 -7.6 5.4 -1.1
O -1.182664 3.941281 -0.113113 2.3 -3.1 3.7
O -0.027899 4.254102 2.077043 0.4 -2.5 -1.6
F -1.885052 2.818762 1.971110 1.3 -0.4 -1.0
S 1.502892 2.443125 0.656246 13.3 -1.7 -0.5
O 2.378264 2.880947 1.758452 -3.4 -0.5 -1.2
O 1.700034 3.146388 -0.567602 -1.4 0.4 -0.1
F 2.297827 1.034043 0.368561 -1.2 1.1 0.1
O 1.932386 -3.183632 0.654795 0.9 2.6 -2.8
S 2.209812 -2.132261 -0.371760 0.0 -2.1 2.9
O 1.283512 -1.011979 -0.407848 -0.3 -0.1 -0.3
O 3.678674 -1.480445 -0.121379 -2.9 0.3 -1.5
C 4.637103 -2.312848 0.420978 4.0 -0.3 0.1
C 4.828893 -2.067745 1.862420 -2.1 -0.9 2.3
C 2.296055 -2.863497 -2.016946 0.4 0.2 1.3
H 5.645284 -2.023020 0.124875 -0.2 0.8 -1.5
H 4.665605 -3.338678 0.053602 -1.0 -0.3 0.5
H 4.787483 -1.032394 2.200696 0.4 0.2 -0.7
H 5.691855 -2.561850 2.308797 0.0 0.0 -0.3
H 3.926677 -2.475335 2.318453 0.0 -0.3 0.7
H 1.256160 -3.142386 -2.187087 0.1 0.1 -0.5
H 2.927605 -3.744505 -1.902551 -0.1 -0.1 0.0
H 2.792560 -2.162573 -2.687975 -0.5 0.1 -0.1
O -2.624962 0.847637 -0.175269 -2.2 1.8 -1.1
S -3.799502 1.723732 -0.479815 -1.3 2.0 -1.0
O -4.366420 2.610851 0.550775 1.5 -2.1 -1.4
O -3.460230 2.701223 -1.824570 0.9 -3.4 2.6
C -4.303170 3.824732 -2.008981 0.7 0.5 1.0
C -4.382035 4.040535 -3.464748 -0.1 2.0 -2.3
C -5.272985 0.834677 -1.285656 1.6 -0.6 0.3
H -3.779004 4.634975 -1.502188 -0.1 0.4 -0.2
H -5.239580 3.741667 -1.457309 -0.3 -0.3 -0.4
H -5.147358 4.792250 -3.657911 -0.7 -0.4 -0.1
H -4.392969 3.268849 -4.234473 -0.9 -0.9 0.9
H -3.582776 4.609421 -3.939779 1.0 0.2 0.9
H -4.978150 0.540328 -2.292887 0.3 0.2 0.1
H -6.117115 1.521990 -1.341805 0.3 0.1 0.4
H -5.468574 -0.089619 -0.742032 -0.1 0.3 0.3
O 3.005376 0.971332 -2.443117 3.0 -0.9 -0.7
S 4.471375 0.808607 -2.447227 1.9 0.7 -0.7
O 5.209052 1.011777 -1.195989 -1.2 -1.0 -1.9
O 4.886418 -0.641798 -3.223431 -2.2 1.9 -0.1
C 6.290953 -1.099657 -3.312703 -1.3 1.1 1.8
C 6.306861 -2.419170 -4.030971 0.3 -0.4 0.6
C 5.379509 1.929008 -3.689558 -2.2 0.8 0.8
H 6.366322 -1.089210 -2.225360 1.7 -1.1 0.0
H 6.985037 -0.342899 -3.678278 -0.3 0.1 -0.4
H 6.433294 -2.409817 -5.113582 -0.1 0.4 0.1
H 5.423084 -3.009120 -3.788091 -0.1 0.1 0.0
H 7.146038 -2.960783 -3.594474 0.2 -0.2 -0.2
H 4.993937 1.850483 -4.706060 0.4 -1.0 0.0
H 6.458439 2.002865 -3.553355 -0.3 -0.6 0.1
H 4.960585 2.912533 -3.476756 0.2 0.2 0.7
O -0.412656 0.828447 -1.567768 -0.3 -0.7 -1.3
S -0.421187 0.594026 -3.036648 -0.8 -0.7 -2.8
O 0.120871 -0.629603 -3.641874 -1.0 2.1 1.9
O -1.945833 0.889100 -3.656650 0.9 -0.2 2.3
C -2.291259 0.371623 -4.956991 0.7 -1.0 -0.6
C -2.862017 -1.056419 -4.918697 0.1 0.6 -0.4
C 0.316803 1.997101 -3.813046 0.6 1.4 0.2
H -1.373874 0.488770 -5.533860 0.0 -0.7 -0.4
H -2.976417 1.047147 -5.469165 -0.3 0.3 0.7
H -3.841113 -1.091205 -4.440931 0.2 0.1 0.5
H -2.163367 -1.765575 -4.474738 -0.2 0.1 0.0
H -3.105654 -1.369321 -5.934000 0.4 0.0 -0.2
H -0.303725 2.886082 -3.926006 -0.8 -0.4 0.6
H 0.558505 1.771977 -4.851796 0.4 -0.6 0.3
H 1.135672 2.376785 -3.201980 0.4 -0.6 -0.2
O 0.483477 -0.664073 2.195588 0.9 1.3 2.5
S 1.037213 -0.313246 3.541116 2.5 0.6 0.5
O 2.485915 -0.065969 3.681466 -2.8 -1.1 -0.8
O 0.375825 1.030823 4.141923 -1.4 -1.0 -2.7
C 0.651166 1.596783 5.423977 0.6 0.1 1.5
C 1.455877 2.900441 5.290167 -0.3 -1.0 -0.7
C 0.551987 -1.600750 4.770823 0.3 0.9 -1.0
H 1.141832 0.804053 5.988708 0.4 0.3 0.3
H -0.307277 1.771088 5.912944 -0.2 -0.1 -0.2
H 0.827959 3.614266 4.756999 0.3 0.0 -0.2
H 2.316822 2.593709 4.696208 0.1 0.6 -0.1
H 1.790438 3.383901 6.208013 -0.2 -0.5 0.2
H 1.425302 -1.578646 5.422675 -0.3 -0.2 0.2
H 0.420524 -2.566352 4.282532 0.1 0.2 -0.1
H -0.382672 -1.262298 5.217990 0.2 -0.1 0.1
O -1.912661 0.079035 2.063766 -3.0 -0.4 2.9
S -3.146322 -0.225158 2.882946 -0.8 -3.7 -0.5
O -4.369166 -0.777341 2.199525 3.6 2.3 1.7
O -2.588040 -1.427185 3.934099 0.5 1.7 -1.3
C -3.496305 -2.189022 4.736738 -1.7 -1.6 -0.3
C -2.877852 -3.518021 5.215321 1.1 1.2 -1.3
C -3.688260 1.026826 4.161050 0.1 -0.3 -2.2
H -4.293443 -2.563014 4.094241 -0.4 0.7 -0.1
H -3.923356 -1.632297 5.570870 0.2 0.4 -0.1
H -3.474073 -4.012225 5.982386 0.3 0.3 0.1
H -1.844957 -3.261793 5.451082 0.0 -0.5 0.9
H -2.774084 -4.165324 4.344495 -0.2 -0.2 0.0
H -3.181419 0.939517 5.122083 0.1 -0.1 -0.4
H -4.752169 0.790211 4.146677 0.1 0.0 0.5
H -3.573176 1.965935 3.619810 0.2 0.3 0.4

***

Quick rundown of F_max, same order as above: 5.84; 13.45 eV Å⁻¹